No. 1
Here is C33H40AsBrN3SSi2Ti as an isolated structure from the OMol25 dataset. Energies are from ωB97M-V with the def2-TZVPD basis set.

Values from the calculation:
Energy relative to the best compared isomer or geometry (same formula, charge and spin) (eV): 0.274
LUMO (alpha / beta) (eV): -0.5 / -0.5
Gap between HOMO and LUMO (alpha / beta) (eV): 6.231 / 7.221
HOMO energy (alpha / beta) (eV): -6.7703 / -7.7563
F_max (eV/Å): 0.6

The geometry in ORCA input format:
```
! RIJCOSX wB97M-V def2-TZVPD def2/J DEFGRID3
* xyz 0 2
C -3.424 3.107 -2.013
H -0.214 -2.425 -2.745
H 1.796 -5.515 -1.260
C 0.156 -2.026 3.822
H -3.686 2.607 -2.948
H 0.475 -1.511 -4.090
N 0.255 -0.771 3.385
H -3.642 -0.264 -3.541
C -2.869 -0.996 -3.305
H -0.382 2.030 -3.814
C 3.958 1.615 -2.278
C 1.707 -4.558 -0.761
H -5.365 0.993 -0.130
H -3.231 -1.627 -2.496
C -0.933 -2.091 0.075
N 1.459 -2.087 0.553
C 0.347 -2.709 0.010
H -4.187 3.127 1.210
C -0.673 -2.404 4.859
H 4.208 3.011 -3.902
H 4.398 1.323 -4.365
H -3.009 -2.281 -0.266
C 0.388 1.704 2.218
H 5.674 2.144 -3.465
Si -3.139 1.891 -0.620
H -2.122 -1.668 6.267
C -0.272 1.571 3.451
C -1.956 -4.035 -0.958
C -1.338 -0.114 5.021
S -1.141 -0.485 0.786
C 2.789 -3.910 -0.279
C -2.044 -2.762 -0.368
H -4.735 0.196 -1.578
C 2.635 -2.667 0.399
H -2.726 -1.628 -4.187
C -0.672 2.678 4.202
H 1.102 3.165 0.817
C 0.212 4.119 2.505
C 2.874 0.751 -2.256
C -0.965 1.194 -4.206
C 0.428 -3.966 -0.617
H -1.914 1.594 -4.567
C 0.136 -1.437 -3.053
H 0.418 5.117 2.135
H 0.984 -1.159 -2.423
H -2.905 2.079 1.839
N 2.254 0.349 -1.146
H -1.143 2.558 5.170
H -4.151 -0.275 0.023
H -2.536 3.716 -2.196
H 3.785 -4.319 -0.373
H 4.381 -1.519 0.085
Si -1.233 -0.168 -2.937
H -2.851 -4.532 -1.308
H -0.620 -5.584 -1.570
H -1.941 0.662 5.470
C -1.443 -1.419 5.461
H -0.419 0.793 -5.063
C 2.677 0.785 0.063
C -0.731 -4.616 -1.097
H 2.487 0.357 -3.196
H 5.260 2.740 -0.991
C 3.777 1.653 0.117
H -4.241 3.784 -1.751
Br 3.127 0.447 3.409
H -0.715 -3.436 5.176
C 4.593 2.044 -3.570
C 0.598 3.010 1.766
H 0.777 -2.753 3.310
H -2.479 3.595 1.070
C -3.174 2.756 1.025
C -4.467 0.572 -0.591
H -0.715 4.817 4.318
C -0.463 0.201 3.981
H 3.728 -1.311 1.707
C 3.887 -2.035 0.912
As -0.929 1.057 -0.932
H 4.561 -2.807 1.283
C -0.426 3.955 3.730
Ti 1.394 -0.055 1.539
H 4.124 1.992 1.086
C 4.409 2.066 -1.040
*
```

No. 2
Here is C33H40AsMnN5O3Si2 as an isolated structure from the OMol25 dataset. Energies are from ωB97M-V with the def2-TZVPD basis set.

Values from the calculation:
LUMO (alpha / beta) (eV): -6.7 / -7.3
Gap between HOMO and LUMO (alpha / beta) (eV): 6.776 / 6.085
HOMO energy (alpha / beta) (eV): -13.4329 / -13.4167
F_max (eV/Å): 0.5

The geometry in ORCA input format:
```
! RIJCOSX wB97M-V def2-TZVPD def2/J DEFGRID3
* xyz 2 4
C 4.724 0.176 0.068
C 0.346 -1.630 2.854
H -0.800 0.156 -4.008
H -5.599 -1.082 -2.451
H 2.879 3.758 2.711
C -1.525 -3.757 -3.304
C -2.938 2.878 -1.781
O 7.223 -1.300 0.678
Mn -0.418 0.281 0.712
C 1.331 -0.533 2.885
C 0.204 6.203 1.370
C 4.797 -1.153 0.455
C -4.557 -0.558 0.511
C 3.510 0.724 -0.333
H -4.208 -1.716 -3.324
H 1.703 1.531 -2.303
C 2.377 5.810 2.334
O 5.933 -2.608 1.912
H 1.460 -2.660 -4.015
C -4.130 -3.445 -0.554
N -0.786 -1.344 2.169
H 3.312 6.194 2.721
C 6.029 -1.769 1.063
C -2.547 1.920 -0.856
H -3.306 -4.083 -0.872
N 1.595 1.658 2.182
H -2.311 -0.726 -4.267
H 2.938 0.470 3.843
C 2.452 -1.425 0.004
Si -3.844 -1.625 -0.859
H -2.586 -4.040 3.038
N 1.101 0.475 -0.630
H 1.556 -2.036 -0.011
H -0.549 6.891 1.011
C -4.506 -1.063 -2.504
C 3.656 -1.955 0.414
C -1.793 -2.215 2.260
C -0.732 2.811 -2.690
H -0.983 4.452 0.996
C -0.541 -3.706 3.630
H 3.430 1.783 -0.546
C 2.483 -0.515 3.823
H -2.612 -3.678 -3.321
H 1.442 -2.998 4.078
C 1.172 -2.320 -3.015
H 1.710 -1.391 -2.819
H -0.440 -4.627 4.188
H 1.599 7.753 1.867
H -5.019 -3.764 -1.105
H -0.882 -1.112 -5.225
C -1.226 -0.824 -4.227
H -4.319 -3.640 0.504
H -3.945 3.269 -1.747
C 1.412 6.687 1.855
H 3.228 -1.244 3.487
H 5.591 0.823 0.133
Si -0.675 -2.130 -3.014
C -0.039 4.839 1.359
H 0.023 3.151 -3.386
H -2.297 4.079 -3.442
C 2.138 4.447 2.327
C 0.912 1.278 -1.599
H -2.704 -1.960 1.740
H 7.156 -0.738 -0.106
H 3.736 -2.987 0.731
C 2.388 -0.084 -0.363
C -1.724 -3.391 2.987
H -5.365 -1.114 0.994
O -0.490 2.098 1.375
As -1.444 -1.418 -0.851
H -1.242 -4.504 -2.561
C 0.510 -2.803 3.566
H 1.518 -3.074 -2.306
C -2.022 3.328 -2.714
H 2.170 -0.799 4.828
C 0.928 3.958 1.836
H -1.210 -4.137 -4.281
C -0.422 1.859 -1.740
H -4.207 -0.041 -2.747
N 1.003 0.414 2.100
H -3.223 1.569 -0.088
H -5.008 0.351 0.109
H -3.857 -0.263 1.295
N -1.319 1.407 -0.844
C 0.675 2.509 1.809
*
```